Entry 1:
50
Properties=species:S:1:pos:R:3 method="wB97M-V/def2-TZVPD" e_homo_ha=-0.293 orbital_gap_ha=0.310 e_above_lowest_kcal_mol=28.8 smiles="CC[C@H](C)NS(=O)(=O)c1ccc(OCC(=O)Nc2ccc3c(c2)OCO3)cc1" max_force_ev_per_a=1.26 energy_ha=-1696.345931
C -7.67612 0.94715 1.16181
C -6.66456 -0.19279 1.11146
C -5.19577 0.25978 1.13090
C -4.81174 1.00003 2.41082
N -4.84166 1.07732 -0.01374
S -4.50692 0.29211 -1.44435
O -5.24631 -0.93414 -1.56850
O -4.62674 1.27790 -2.47769
C -2.78779 -0.10488 -1.18379
C -2.40005 -1.41002 -0.97074
C -1.06609 -1.71063 -0.74486
C -0.12473 -0.68559 -0.73734
O 1.21024 -0.85839 -0.53210
C 1.71163 -2.16181 -0.32844
C 3.23889 -2.14838 -0.16177
O 3.83099 -3.17686 0.07464
N 3.77977 -0.92095 -0.31255
C 5.12166 -0.53021 -0.23914
C 6.14917 -1.43193 0.00628
C 7.47535 -1.01314 0.07096
C 7.73195 0.32250 -0.11621
C 6.69993 1.23059 -0.36257
C 5.38980 0.83410 -0.42935
O 7.22218 2.48636 -0.51025
C 8.61894 2.34451 -0.35146
O 8.92876 0.99086 -0.10431
C -0.53215 0.63506 -0.95448
C -1.86154 0.92246 -1.17618
H -7.57896 1.52300 2.07915
H -8.68407 0.54125 1.12291
H -7.55524 1.61626 0.31212
H -6.81492 -0.76716 0.19590
H -6.82715 -0.85923 1.96089
H -4.56995 -0.63562 1.03826
H -5.05387 0.39422 3.27965
H -3.74525 1.20830 2.41034
H -5.34346 1.94480 2.47915
H -5.44123 1.87547 -0.15349
H -3.14977 -2.18511 -0.99406
H -0.77648 -2.73590 -0.58110
H 1.28532 -2.61593 0.57530
H 1.48239 -2.81300 -1.18223
H 3.12029 -0.17613 -0.50205
H 5.91109 -2.47207 0.14819
H 8.27145 -1.71233 0.26061
H 4.60182 1.54401 -0.62077
H 8.95692 2.96193 0.49623
H 9.12892 2.67908 -1.26912
H 0.21443 1.41334 -0.94680
H -2.19934 1.92975 -1.35610

***

Entry 2:
52
Properties=species:S:1:pos:R:3 method="wB97M-V/def2-TZVPD" e_homo_ha=-0.308 orbital_gap_ha=0.292 e_above_lowest_kcal_mol=0.0 smiles="CCOCCn1cnc2sc(C(=O)Nc3nc(C)c(C(=O)OCC)s3)c(C)c2c1=O" max_force_ev_per_a=1.11 energy_ha=-2128.893188
C -7.50215 -2.32487 -1.21550
C -6.15357 -1.61180 -1.17365
O -6.22283 -0.21857 -1.44343
C -6.92910 0.57477 -0.53044
C -6.21760 0.76038 0.82567
N -4.85753 1.22371 0.63913
C -4.62678 2.49889 0.25726
N -3.47539 3.00828 -0.00485
C -2.42406 2.17087 0.09768
S -0.80918 2.65366 -0.22425
C -0.24672 1.04161 0.14993
C 1.20049 0.90841 0.02505
O 1.90672 1.86156 -0.25707
N 1.74794 -0.33038 0.23438
C 3.09633 -0.53318 0.13961
N 3.63373 -1.69691 0.33479
C 4.97922 -1.65097 0.19071
C 5.77008 -2.89470 0.37597
C 5.47151 -0.40401 -0.12562
C 6.84910 0.00664 -0.34402
O 7.82113 -0.71074 -0.27048
O 6.90409 1.31208 -0.65432
C 8.19487 1.87422 -0.87168
C 8.84907 2.28449 0.44026
S 4.18039 0.76321 -0.24729
C -1.25597 0.17659 0.51114
C -1.10703 -1.25896 0.89505
C -2.51717 0.83144 0.48182
C -3.81913 0.28645 0.79440
O -4.06925 -0.84260 1.17402
H -8.11784 -2.07181 -0.35530
H -8.03781 -2.05896 -2.12392
H -7.33534 -3.39806 -1.20773
H -5.51232 -1.99032 -1.97323
H -5.65374 -1.79854 -0.21559
H -7.02226 1.54522 -1.02768
H -7.93615 0.18247 -0.33922
H -6.77497 1.48132 1.42748
H -6.15686 -0.19091 1.35930
H -5.49012 3.14564 0.18004
H 1.18362 -1.13741 0.45432
H 6.82833 -2.68284 0.26648
H 5.46393 -3.63403 -0.36215
H 5.57235 -3.30852 1.36292
H 8.81857 1.13917 -1.39186
H 8.02261 2.74032 -1.51404
H 8.20528 2.97521 0.97965
H 9.80115 2.76712 0.23862
H 9.02232 1.40632 1.05772
H -0.43706 -1.36970 1.74764
H -0.73329 -1.85001 0.05830
H -2.08162 -1.65126 1.17400

***

Entry 3:
48
Properties=species:S:1:pos:R:3 method="wB97M-V/def2-TZVPD" e_homo_ha=-0.295 orbital_gap_ha=0.320 e_above_lowest_kcal_mol=58.8 smiles=Cc1nn(-c2ccnc(Nc3ccccc3)n2)cc1CN1CC[C@@H](O)C1 max_force_ev_per_a=5.98 energy_ha=-1140.911864
C 2.81483 2.42509 2.68090
C 2.19452 2.04909 1.40147
N 1.20780 2.64192 0.81917
N 0.83403 1.81033 -0.18762
C -0.30730 2.07766 -1.01720
C -1.00719 3.22999 -0.90679
C -2.08543 3.45609 -1.78684
N -2.54715 2.52970 -2.64419
C -1.80637 1.42601 -2.59235
N -2.04120 0.40961 -3.40602
C -3.27591 -0.18054 -3.80229
C -3.20410 -1.23644 -4.59790
C -4.26230 -1.94096 -5.00724
C -5.51158 -1.69847 -4.45013
C -5.68601 -0.47139 -3.74199
C -4.56431 0.26203 -3.41872
N -0.64751 1.21151 -1.94592
C 1.56364 0.60015 -0.19196
C 2.42187 0.72000 0.74572
C 3.35427 -0.26196 1.32141
N 2.72232 -0.89111 2.54308
C 3.63890 -1.40391 3.69491
C 2.86708 -2.59069 4.29413
C 1.47164 -2.51686 3.64550
O 0.67093 -1.58866 4.30150
C 1.74079 -1.90562 2.23793
H 2.46320 1.72339 3.41093
H 3.90125 2.35999 2.57274
H 2.66200 3.40166 3.04129
H -0.73040 3.93444 -0.11410
H -2.61970 4.42433 -1.84021
H -1.31737 -0.31649 -3.33550
H -2.25470 -1.68718 -4.80079
H -4.09941 -2.80233 -5.62670
H -6.41142 -2.24354 -4.53394
H -6.72523 -0.18676 -3.42662
H -4.53595 1.17730 -2.85032
H 1.53935 -0.23456 -0.93108
H 4.30955 0.20384 1.64955
H 3.55708 -1.08448 0.64366
H 4.47635 -1.92875 3.19632
H 3.91193 -0.54769 4.42887
H 2.86338 -2.62124 5.35621
H 3.47260 -3.55739 3.98863
H 0.89536 -3.41667 3.73339
H 0.94687 -0.66871 3.98278
H 0.94579 -1.37038 1.80410
H 2.19321 -2.72133 1.66226

***

Entry 4:
54
Properties=species:S:1:pos:R:3 method="wB97M-V/def2-TZVPD" e_homo_ha=-0.320 orbital_gap_ha=0.245 e_above_lowest_kcal_mol=28.5 max_force_ev_per_a=0.34 energy_ha=-5300.057590
Pt -0.14745 -0.43314 0.25801
S 4.07880 -1.01276 1.26772
C 3.72471 0.69330 1.30046
C 4.57515 1.74873 1.60884
C 4.05631 3.02645 1.55743
C 2.71915 3.25523 1.21263
C 1.86972 2.21402 0.90719
C 2.39735 0.93074 0.95533
N 1.74111 -0.26036 0.67808
C 2.48058 -1.34007 0.78946
C 1.81556 -2.57009 0.43443
C 2.34909 -3.85059 0.38898
C 1.55268 -4.88208 -0.07413
C 0.24654 -4.62729 -0.48253
C -0.28705 -3.34427 -0.43233
C 0.50638 -2.31180 0.02553
H 5.60889 1.57426 1.87401
H 4.69556 3.86630 1.79310
H 2.34151 4.26813 1.19537
H 0.82611 2.37204 0.66151
H 3.37179 -4.03292 0.69548
H 1.94669 -5.88757 -0.12518
H -0.36887 -5.44061 -0.84462
H -1.30772 -3.16531 -0.74857
O -0.59398 1.75491 3.16067
Se -1.56366 0.78788 2.33750
O -1.39646 1.13745 0.64794
O -0.82017 -0.77076 2.13861
O -3.08625 0.64140 2.76965
C 0.66484 3.04725 -3.53874
C 2.14476 2.72276 -3.50768
C 2.79183 2.72490 -4.87815
O 2.43566 1.47417 -2.81724
P 1.79348 0.03670 -2.93847
S 3.05116 -1.29464 -2.35601
S -0.06195 0.11923 -1.98501
O 1.35009 0.00302 -4.45880
C 0.59500 -1.00052 -5.21020
C -0.79422 -0.44411 -5.44117
C 0.58445 -2.38284 -4.58563
H 0.53361 4.03772 -3.97727
H 0.23790 3.04945 -2.53702
H 0.11571 2.32861 -4.14711
H 2.65440 3.44955 -2.87322
H 2.28579 2.03407 -5.54999
H 3.84046 2.43854 -4.80435
H 2.73511 3.72946 -5.30005
H 1.12958 -1.04577 -6.16024
H -1.35440 -0.41146 -4.50569
H -1.33285 -1.07687 -6.14778
H -0.73876 0.56277 -5.85504
H 0.08179 -2.37744 -3.61743
H 1.58997 -2.77294 -4.45115
H 0.03660 -3.04963 -5.25438

***

Entry 5:
44
Properties=species:S:1:pos:R:3 method="wB97M-V/def2-TZVPD" e_homo_ha=-0.420 charge=+1 orbital_gap_ha=0.295 e_above_lowest_kcal_mol=0.0 max_force_ev_per_a=2.16 energy_ha=-1265.052770
C -3.15565 0.37438 1.76619
O -2.09390 -0.08316 0.93387
C -1.31272 0.70896 0.21637
C -0.90013 0.18290 -1.07603
C -0.63210 1.13641 -2.07781
C -0.22943 0.72545 -3.33515
C -0.08608 -0.63609 -3.61056
C 0.43051 -1.06108 -4.93534
C -0.41465 -1.58541 -2.62508
C -0.78367 -1.19808 -1.34331
H -3.62105 -0.52640 2.16359
H -2.78165 1.00534 2.57938
H -3.87030 0.90715 1.15560
H -1.43088 1.80081 0.26044
H -0.74077 2.19236 -1.82501
H -0.01317 1.48614 -4.08922
H 0.33315 -2.13678 -5.07651
H -0.11870 -0.53922 -5.72103
H 1.48893 -0.83300 -5.06532
H -0.36058 -2.64286 -2.86153
H -0.95116 -1.90903 -0.53467
C 1.09513 3.15417 0.12460
S 1.51561 2.04248 1.49188
C 1.25065 3.25376 2.82434
C 0.16033 0.94261 1.58630
C 0.58405 -0.46170 1.72126
C -0.08016 -1.38834 2.55843
C 0.17655 -2.74697 2.42919
C 1.01079 -3.19962 1.39528
C 1.19571 -4.60016 1.11285
N 1.37814 -5.72804 0.87702
C 1.73138 -2.28228 0.62265
C 1.58320 -0.91441 0.83716
H 1.25661 2.63748 -0.83767
H 0.07915 3.52921 0.17318
H 1.79296 3.96340 0.23489
H 2.01246 3.10333 3.59106
H 1.39231 4.23190 2.36686
H 0.25025 3.16933 3.25258
H -0.59434 1.30396 2.26679
H -0.80837 -1.04075 3.30922
H -0.29398 -3.47033 3.09348
H 2.40314 -2.65730 -0.15068
H 2.15242 -0.21052 0.22044